# 1
C10H12CuF6N4O7S4 as an isolated structure at a distorted geometry. Source: OMol25; level of theory: ωB97M-V with the def2-TZVPD basis set.

Positions of all 44 atoms, in Å:
1 Cu 3.07416 0.50571 -1.18571
2 F 4.26882 -3.19560 -0.69909
3 C 5.52810 -2.86546 -0.36723
4 F 6.35792 -3.17051 -1.38358
5 F 5.97729 -3.48368 0.71007
6 S 5.62496 -0.95047 -0.02691
7 O 4.79611 -0.44445 -1.15883
8 O 7.02967 -0.73089 -0.14624
9 N 5.21799 -0.67073 1.44463
10 S 3.89840 -0.19260 2.16763
11 O 4.21650 0.92321 3.02505
12 O 2.76268 -0.20415 1.27221
13 C 3.65464 -1.62526 3.36082
14 F 4.70298 -1.76742 4.17120
15 F 2.58547 -1.43330 4.10052
16 F 3.48742 -2.68765 2.54937
17 N 1.97163 2.06323 -1.59142
18 N 0.78299 1.76979 -0.89277
19 C -0.17797 2.74107 -0.85792
20 N -1.25410 2.33840 -0.20860
21 S 0.23154 4.31725 -1.56578
22 H 2.32805 3.04911 -1.24353
23 H 1.57585 2.26831 -2.57427
24 H 0.56425 0.78914 -0.52391
25 H -1.47105 1.35588 0.01618
26 H -2.09122 2.91081 -0.25670
27 C -6.87663 1.19748 -0.13840
28 C -5.54959 0.44710 -0.40242
29 C -5.08788 -0.47210 0.54337
30 C -3.88195 -1.05738 0.37849
31 C -3.02804 -0.69994 -0.69977
32 C -3.45921 0.19240 -1.63715
33 C -4.70177 0.78757 -1.40974
34 S -1.35887 -1.35579 -0.59532
35 O -1.59793 -2.64217 0.00863
36 O -0.62725 -0.30798 0.13996
37 O -0.85361 -1.32359 -1.95849
38 H -7.30103 1.56448 -1.06602
39 H -6.68316 2.00140 0.62624
40 H -7.59447 0.54784 0.23349
41 H -5.75889 -0.66496 1.36036
42 H -3.49977 -1.75753 1.10569
43 H -2.79363 0.39860 -2.50552
44 H -4.98941 1.53481 -2.11859

Results
- Energy above the lowest of the compared OMol25 structures with the same formula, charge and spin: 117.6 kJ/mol
- Total charge: -1
- HOMO-LUMO gap: 8.7454 eV
- F_max: 2.61 eV/Å


# 2
A 2-piece molecular cluster, CH2O2S2 overall at a distorted geometry. Source: OMol25; level of theory: ωB97M-V with the def2-TZVPD basis set.

Positions of all 7 atoms, in Å:
1 C 0.14302 -0.42991 -0.58675
2 O 1.74416 -0.25555 1.63862
3 O -0.63501 0.42562 1.72453
4 S -1.30395 0.10915 -1.16428
5 S 0.63966 0.41395 1.00931
6 H 1.23580 -0.69420 -2.68017
7 H -1.82367 0.43094 0.05873

Results
- Energy above the lowest of the compared OMol25 structures with the same formula, charge and spin: 631.5 kJ/mol
- HOMO-LUMO gap (spin up / spin down): 6.9957 / 7.7748 eV
- F_max: 1.30 eV/Å


# 3
One molecule with the formula C5H6S at a distorted geometry. Source: OMol25; level of theory: ωB97M-V with the def2-TZVPD basis set.

Positions of all 12 atoms, in Å:
1 C 0.94475 -1.44873 0.03879
2 C -0.37457 -0.91109 0.03307
3 C 1.99013 -0.63843 -0.02483
4 C -0.59924 0.36225 0.13205
5 C -1.58388 1.43213 -0.00909
6 S 1.74129 1.06949 0.10398
7 H 1.14655 -2.41144 -0.15688
8 H -1.31720 -1.57285 0.20186
9 H 2.99229 -0.87274 -0.08716
10 H -0.97761 1.92415 -0.70778
11 H -2.41462 1.02720 -0.48449
12 H -1.54789 2.04006 0.96047

Results
- Energy above the lowest of the compared OMol25 structures with the same formula, charge and spin: 31.1 kJ/mol
- Multiplicity: 3
- <S²>: 2.05
- HOMO-LUMO gap (spin up / spin down): 7.0433 / 6.9363 eV
- F_max: 4.85 eV/Å


# 4
C42H42BiClN10O3P2S as an isolated structure. Source: OMol25; level of theory: ωB97M-V with the def2-TZVPD basis set.

Positions of all 102 atoms, in Å:
1 Bi -0.78435 -0.18989 0.18950
2 N -2.24832 -2.30326 0.16285
3 N -1.84296 -3.47076 -0.55130
4 C -1.98323 -3.48942 -1.91810
5 N -1.82899 -4.68825 -2.48291
6 S -2.25938 -2.09693 -2.78776
7 H -2.63149 -2.60783 1.05511
8 H -3.00997 -1.86286 -0.37124
9 H -1.95451 -4.33147 -0.03639
10 H -1.55422 -5.50963 -1.96828
11 H -1.81670 -4.73589 -3.48765
12 N 2.06877 -2.34346 -0.15220
13 P 1.90961 -1.38244 1.23730
14 C 2.51991 -2.45913 2.55290
15 C 3.04661 -1.87216 3.70551
16 C 3.46881 -2.66369 4.76112
17 C 3.36743 -4.04703 4.67603
18 C 2.83824 -4.63520 3.53705
19 C 2.40916 -3.84536 2.47881
20 C 3.13777 -0.06545 1.08989
21 C 2.69822 1.25400 1.04736
22 C 3.59827 2.29284 0.84089
23 C 4.94418 2.00826 0.68021
24 C 5.39551 0.69191 0.73029
25 C 4.49848 -0.34032 0.93626
26 P 1.07694 -2.03559 -1.51433
27 C 1.21381 -3.61642 -2.38210
28 C 1.16917 -3.63985 -3.77515
29 C 1.16753 -4.85085 -4.45231
30 C 1.21085 -6.04494 -3.74473
31 C 1.25810 -6.02791 -2.35581
32 C 1.25122 -4.81853 -1.67577
33 C 1.97926 -0.84079 -2.52797
34 C 3.35365 -0.94145 -2.75181
35 C 4.01535 0.04457 -3.46026
36 C 3.30937 1.13560 -3.96088
37 C 1.94264 1.23481 -3.75856
38 C 1.27728 0.24789 -3.03937
39 H 2.99103 -2.73601 -0.33243
40 H 3.14641 -0.79463 3.77132
41 H 3.88940 -2.20337 5.64494
42 H 3.70996 -4.66516 5.49486
43 H 2.76635 -5.71251 3.46758
44 H 2.00337 -4.31030 1.58961
45 H 1.64555 1.48670 1.18586
46 H 3.24812 3.31589 0.80939
47 H 5.64990 2.81282 0.52202
48 H 6.44925 0.47710 0.61336
49 H 4.86059 -1.36156 0.98850
50 H 1.14285 -2.71241 -4.33537
51 H 1.14411 -4.86166 -5.53395
52 H 1.22476 -6.98756 -4.27555
53 H 1.31380 -6.95774 -1.80446
54 H 1.28704 -4.80832 -0.59402
55 H 3.91168 -1.79341 -2.37868
56 H 5.08036 -0.03571 -3.63246
57 H 3.83085 1.90195 -4.51863
58 H 1.39110 2.07099 -4.16765
59 H 0.20262 0.31804 -2.90463
60 N -0.37029 3.46739 -0.38360
61 C -0.89259 3.30798 0.84132
62 N -1.24276 4.40380 1.49361
63 C -1.75740 4.22589 2.70555
64 N -2.20119 5.28774 3.36531
65 N -1.87548 3.01710 3.32471
66 C -1.46501 2.00468 2.61579
67 N -0.97583 2.04349 1.36223
68 C -1.46932 0.67789 3.31202
69 C -1.57923 0.62925 4.69242
70 C -1.47347 -0.59441 5.33144
71 C -1.25213 -1.73428 4.57409
72 C -1.16443 -1.60439 3.20348
73 N -1.28789 -0.42801 2.57950
74 H -0.42744 4.40660 -0.74735
75 H -0.44765 2.72054 -1.05626
76 H -2.15706 6.19652 2.93258
77 H -2.59727 5.18134 4.28290
78 H -1.73333 1.54957 5.23455
79 H -1.54466 -0.65632 6.40894
80 H -1.13993 -2.70746 5.03006
81 H -0.96525 -2.46765 2.57965
82 C -3.34169 5.32225 -3.50372
83 C -3.71521 5.10734 -2.06590
84 C -3.85571 6.16804 -1.18506
85 C -4.21923 5.95250 0.13831
86 Cl -4.36585 7.30224 1.22415
87 C -4.45375 4.67971 0.60608
88 C -4.28507 3.59797 -0.25092
89 C -3.92906 3.81581 -1.57320
90 O -3.73363 2.80000 -2.48189
91 C -4.00217 1.50706 -2.01896
92 C -2.81897 0.97877 -1.22856
93 O -1.64687 1.20636 -1.61600
94 O -3.02343 0.29263 -0.17149
95 H -3.10801 6.36913 -3.68535
96 H -4.15987 5.03310 -4.16485
97 H -2.47965 4.71676 -3.78520
98 H -3.68741 7.17862 -1.53382
99 H -4.75793 4.52575 1.63169
100 H -4.45982 2.60297 0.13646
101 H -4.13659 0.85778 -2.88601
102 H -4.90161 1.46174 -1.40447

Results
- Energy above the lowest of the compared OMol25 structures with the same formula, charge and spin: 116.5 kJ/mol
- Total charge: +2
- HOMO-LUMO gap: 6.7716 eV
- F_max: 0.52 eV/Å